[1]
This record from OMol25 describes a molecular structure, C23H38N3O5RhSeSi. The level of theory is ωB97M-V/def2-TZVPD.

ORCA input file:
```
! RIJCOSX wB97M-V def2-TZVPD def2/J DEFGRID3
* xyz 0 1
Rh 0.27000 -0.64264 0.03258
C 1.49700 4.18504 0.98327
C 1.51620 2.70092 1.23961
O 0.52654 1.99655 1.10360
N 2.69999 2.16888 1.62714
C 2.88208 0.72042 1.65398
C 3.23206 0.21748 0.28101
C 4.55285 -0.05141 -0.03480
C 4.88896 -0.43394 -1.32182
C 3.87995 -0.52324 -2.26103
C 2.58221 -0.26105 -1.86556
N 2.24230 0.10605 -0.62346
H 0.47333 4.54245 1.04796
H 1.86643 4.37163 -0.02714
H 2.12596 4.73022 1.68663
H 3.51813 2.75515 1.61998
H 1.96783 0.25163 2.01018
H 3.67806 0.47622 2.35435
H 5.30583 0.03098 0.73727
H 5.91497 -0.65950 -1.58095
H 4.07366 -0.81832 -3.28209
H 1.77565 -0.36761 -2.56790
C -1.87671 1.99458 -0.52497
Si -1.48696 0.29678 -1.23391
C -0.95657 0.62985 -3.04781
C -2.08823 1.24042 -3.89062
C 0.14597 1.70839 -2.98715
C -0.48027 -0.62787 -3.79180
C -3.11930 -0.69790 -1.05382
C -4.27965 0.04474 -1.74105
C -3.51709 -0.80816 0.42876
C -3.02042 -2.09803 -1.66926
H -2.74346 2.39480 -1.05640
H -1.04781 2.68759 -0.63572
H -2.11908 1.95127 0.53671
H -2.58992 2.07024 -3.38844
H -2.83695 0.49912 -4.16795
H -1.66086 1.62913 -4.82217
H -0.29702 2.69199 -2.82016
H 0.68174 1.74927 -3.94238
H 0.87290 1.55301 -2.19360
H -1.32644 -1.27003 -4.03808
H 0.20525 -1.24873 -3.22236
H -0.00412 -0.34277 -4.73798
H -4.44791 1.03659 -1.31885
H -5.19665 -0.53305 -1.58275
H -4.14653 0.14818 -2.81617
H -3.57244 0.17631 0.90428
H -2.83884 -1.44480 0.98752
H -4.51766 -1.24924 0.49699
H -2.90530 -2.04729 -2.75357
H -3.94088 -2.65666 -1.46563
H -2.18648 -2.66851 -1.26332
O 1.71196 -2.68644 1.13696
Se 0.45935 -3.14076 0.20614
O 0.15032 -4.68264 -0.06960
O 0.65109 -2.18183 -1.21708
O -0.86456 -2.19690 0.72929
N -0.62013 -0.01491 2.46328
C -0.08720 -0.77499 3.53191
C 0.91985 -0.23494 4.32524
C 1.50367 -0.99157 5.33082
C 1.08206 -2.29090 5.56469
C 0.05800 -2.81900 4.78844
C -0.52619 -2.07096 3.78037
H -1.59231 -0.22542 2.27646
H -0.48944 0.98009 2.57704
H 1.23634 0.79131 4.16552
H 2.28759 -0.55701 5.93852
H 1.53978 -2.88317 6.34535
H -0.28648 -3.83019 4.96265
H -1.30600 -2.49496 3.16282
*
```

Properties
frontier orbital gap: 0.29781 hartree
ΔE to the lowest compared entry with this formula, charge and spin: 153.6 kJ/mol
calculated total energy: -115405.93637 eV

=====

[2]
This record from OMol25 describes a single H3O3P molecule. The level of theory is ωB97M-V/def2-TZVPD.

ORCA input file:
```
! RIJCOSX wB97M-V def2-TZVPD def2/J DEFGRID3
* xyz 0 3
O -0.17190 1.11547 -0.75264
O -0.09578 -1.57077 1.13834
O -0.17433 -0.21401 1.51241
P 0.74391 0.86050 0.61182
H -0.53902 -1.89745 1.94708
H 1.60116 -0.19865 -0.04267
H -0.84330 1.81215 -0.71898
*
```

Properties
frontier orbital gap (spin up / spin down): 0.21177 / 0.25656 hartree
ΔE to the lowest compared entry with this formula, charge and spin: 374.7 kJ/mol
calculated total energy: -15472.73489 eV

=====

[3]
This record from OMol25 describes a single C4H5NO molecule. The level of theory is ωB97M-V/def2-TZVPD.

ORCA input file:
```
! RIJCOSX wB97M-V def2-TZVPD def2/J DEFGRID3
* xyz 0 1
N 2.29174 -0.78355 1.46077
C 1.48098 -0.57484 0.65984
C 0.40157 -0.35640 -0.32127
C -1.01232 -0.54659 0.28254
O -1.29334 0.85135 0.21554
C -0.09788 1.11770 -0.49681
H 0.62531 -0.93515 -1.22516
H -1.04296 -0.87565 1.32175
H -1.65239 -1.16631 -0.36023
H 0.57160 1.83731 -0.01026
H -0.27231 1.43214 -1.52671
*
```

Properties
SMILES: N#CC1COC1
frontier orbital gap: 0.41448 hartree
ΔE to the lowest compared entry with this formula, charge and spin: 160.1 kJ/mol
calculated total energy: -7764.86711 eV

=====

[4]
This record from OMol25 describes 2 unconnected molecules or ions with the total composition C2H2N2O3. The level of theory is ωB97M-V/def2-TZVPD.

ORCA input file:
```
! RIJCOSX wB97M-V def2-TZVPD def2/J DEFGRID3
* xyz 0 3
C -1.20811 0.26015 1.31746
C 1.31387 0.14244 -1.84944
N -1.00106 -0.36582 2.29125
N 2.19039 -0.68414 -1.95013
O -2.10527 0.90411 0.63301
O 0.47618 0.99133 -1.89010
O -0.43744 -0.85286 3.24229
H -2.03739 0.93672 -0.39801
H 2.80883 -1.33194 -1.39634
*
```

Properties
frontier orbital gap (spin up / spin down): 0.25222 / 0.28432 hartree
ΔE to the lowest compared entry with this formula, charge and spin: 269.3 kJ/mol
calculated total energy: -11221.82117 eV

=====

[5]
This record from OMol25 describes 2 unconnected molecules or ions with the total composition C3H8S2. The level of theory is ωB97M-V/def2-TZVPD.

ORCA input file:
```
! RIJCOSX wB97M-V def2-TZVPD def2/J DEFGRID3
* xyz 0 1
C 0.24007 -1.14739 -2.15563
C 0.52957 -2.43500 -2.08087
H 0.93111 -0.42220 -1.73417
H -0.71672 -0.68359 -2.36395
H 1.46609 -2.82724 -1.70948
H -0.31791 -3.11639 -2.14188
C -1.03373 2.14668 2.22649
S -0.16422 1.64484 0.65976
S 0.73902 -0.16960 1.04748
H -2.05938 2.12230 1.86471
H -0.96632 1.53315 3.12016
H -0.67498 3.15273 2.41674
H 2.02739 0.20171 0.85064
*
```

Properties
SMILES: C=C.CSS
frontier orbital gap: 0.34057 hartree
ΔE to the lowest compared entry with this formula, charge and spin: 165.9 kJ/mol
calculated total energy: -24909.67801 eV